An isolated molecule of C4H7ClN2 in a non-equilibrium geometry. Source: the OMol25 dataset; level of theory: the ωB97M-V functional and the def2-TZVPD basis.

Atoms and positions in Å:
Cl 4.015 -0.088 0.354
N 1.526 -1.121 0.404
N 0.350 -0.919 -0.071
C -0.841 -1.376 0.625
C 0.185 0.194 -0.964
C 1.598 0.884 -1.040
C 2.343 -0.001 -0.080
H -0.433 0.875 -0.431
H -1.483 -0.509 0.689
H -1.284 -2.277 0.093
H -0.084 -0.191 -1.971
H 1.998 0.857 -2.073
H -0.629 -1.772 1.665
H 1.481 1.860 -0.631

Its charge is 0. The SMILES is CN1CCC(Cl)=N1. As for the orbital gap: 8.1 eV. The strongest force on any atom comes out at 0.1484 hartree/bohr. The total energy is -726.21835 a.u.